Version P
This record from OMol25 describes the molecule C7H11NO. The level of theory is ωB97M-V/def2-TZVPD.

orbital gap	7.8	eV
E_LUMO	-0.561	eV
total charge	0
highest occupied orbital energy	-8.317	eV

Geometry as XYZ:
```
20
Properties=species:S:1:pos:R:3:lowdin_charge:R:1
C -2.0356 0.2395 -0.6546 -0.02
C -1.2551 -0.5018 0.4357 -0.54
C -0.0085 -1.4642 -0.5061 -0.08
C 0.1748 -2.3881 -1.2729 0.17
O -1.8385 -1.1951 1.2820 0.00
H -2.8099 0.8375 -0.1695 0.09
H -2.5009 -0.5189 -1.2845 0.09
H -1.4121 0.8781 -1.2753 0.07
H 0.3383 -3.1790 -1.9670 0.04
C 2.1266 0.1843 -0.3289 -0.07
N -0.0442 1.8812 0.5675 0.04
C -0.0264 0.5177 1.0668 -0.31
C 1.0338 -0.3508 0.5474 -0.17
H 0.7584 2.4069 0.8995 0.08
H -0.8829 2.3584 0.8811 0.08
H -0.1781 0.4245 2.1433 0.13
H 1.3312 -1.1293 1.2448 0.14
H 2.7480 0.8691 0.2618 0.09
H 2.7594 -0.6206 -0.7030 0.08
H 1.7218 0.7505 -1.1680 0.09
```

=====

Version Q
This record from OMol25 describes a cluster of 3 separate species, C7H11NO in total. The level of theory is ωB97M-V/def2-TZVPD.

orbital gap (spin up / spin down)	6.9 / 7.4	eV
E_LUMO (spin up / spin down)	0.678 / 0.833	eV
total charge	0
highest occupied orbital energy (spin up / spin down)	-6.232 / -6.549	eV

Geometry as XYZ:
```
20
Properties=species:S:1:pos:R:3:lowdin_charge:R:1
C -0.0327 -2.1954 0.1049 -0.05
C 0.0757 1.8617 -0.6688 -0.06
C -2.2698 -0.2495 -0.0521 -0.41
C 0.0000 -0.7525 -0.0753 -0.11
C 0.1423 0.4253 -0.4145 -0.13
N -2.8797 0.8546 0.4725 0.09
C 2.1730 -0.1717 -0.3723 -0.07
C 2.9015 0.1044 0.6932 -0.07
O -2.9052 -1.1838 -0.4970 -0.03
H -2.3454 1.5195 1.0041 0.07
H -3.8907 0.8583 0.5837 0.10
H 2.5655 -0.5029 -1.3303 0.06
H 0.0878 -2.4611 1.1572 0.10
H -1.0051 -2.5587 -0.2400 0.08
H 0.7531 -2.6846 -0.4730 0.09
H -0.9264 2.1278 -1.0082 0.08
H 0.7975 2.1312 -1.4425 0.09
H 0.3201 2.4336 0.2293 0.09
H 3.9902 0.0212 0.6990 0.05
H 2.4483 0.4226 1.6301 0.05
```

=====

Most stable pick: version P. Distance to second place: 1.464 eV.